# 1
{
  "formula": "C15H23NO2",
  "method": "ωB97M-V/def2-TZVPD",
  "symbols": ["O", "O", "N", "C", "C", "C", "C", "C", "C", "C", "C", "C", "C", "C", "C", "C", "C", "C", "H", "H", "H", "H", "H", "H", "H", "H", "H", "H", "H", "H", "H", "H", "H", "H", "H", "H", "H", "H", "H", "H", "H"],
  "positions_angstrom": [[2.2562, 3.6027, -1.6932], [0.8746, 1.1720, 1.5073], [0.4804, 0.4141, 0.6267], [-0.0834, -2.0342, 0.2361], [1.9669, 1.3872, -1.1224], [1.6570, 0.1668, -0.2812], [2.1068, 1.5056, -2.5731], [-1.0799, -0.6803, 2.2492], [-0.6581, 1.0251, -0.0634], [-1.8965, 1.2300, 0.8608], [-2.9783, 1.7055, -0.0295], [-2.2897, -0.1026, 1.5223], [2.2416, 2.8500, -2.8515], [1.6283, -1.0699, -1.2271], [2.1241, 2.6986, -0.6650], [1.1965, -2.3216, -0.5162], [0.0924, -0.8468, 1.2934], [-0.5584, -3.3693, 0.8706], [-0.7531, -0.0248, 3.0532], [2.2712, 3.2899, -3.8451], [2.0930, 0.6914, -3.3121], [-3.8989, 1.7360, 0.5640], [2.6219, -1.1867, -1.6607], [-0.9427, 0.4146, -0.9166], [-1.5368, -3.2644, 1.2984], [1.1371, -3.1286, -1.2194], [-2.6907, -0.8213, 0.7896], [0.9273, -0.8425, -2.0323], [-3.0707, 0.0429, 2.2768], [-0.3695, 2.0192, -0.4298], [0.9389, -1.0939, 1.9383], [1.9177, -2.6154, 0.2539], [-2.7862, 2.7058, -0.4643], [-3.1058, 1.0109, -0.8544], [0.1433, -3.6866, 1.6317], [2.0682, 2.9353, 0.3812], [-0.5887, -4.1601, 0.0845], [-1.7410, 1.9920, 1.6470], [-1.4071, -1.5912, 2.7557], [2.5295, -0.0135, 0.3732], [-0.8377, -1.7417, -0.4565]],
  "gap_ev": 9.106,
  "e_tot_ev": -21509.96463,
  "lumo_energy_ha": 0.0301,
  "smiles": "C[C@H]1CC[C@H]2[C@H](C)CC[C@@H](c3ccoc3)[N@@+]2([O-])C1",
  "molar_mass_g_mol": 249.35,
  "de_lowest_kj_mol": 438.3
}

***

# 2
{
  "formula": "C4H6O2",
  "method": "ωB97M-V/def2-TZVPD",
  "symbols": ["O", "O", "C", "C", "C", "C", "H", "H", "H", "H", "H", "H"],
  "positions_angstrom": [[-1.7079, -1.3365, 0.9883], [1.4537, -0.4170, -0.3517], [0.5567, -0.0200, -1.3667], [0.1188, -0.1060, 0.0383], [-0.0818, 1.1046, 0.9105], [-0.6870, -1.3357, 0.3454], [0.4926, 0.9900, 1.8352], [-0.2660, -2.2597, -0.1067], [0.2582, 2.0133, 0.4064], [-1.1387, 1.2043, 1.1730], [0.7241, 0.9657, -1.7986], [0.2771, -0.8029, -2.0734]],
  "gap_ev": 10.940,
  "e_tot_ev": -8338.70016,
  "lumo_energy_ha": 0.0319,
  "smiles": "C[C@@]1(C=O)CO1",
  "molar_mass_g_mol": 86.09,
  "de_lowest_kj_mol": 169.9
}